[1]
Molecular formula: C28H23HgI2N6O2S2
Method: DFT, the ωB97M-V functional and the def2-TZVPD basis

Geometry as ORCA input:
```
! wB97M-V def2-TZVPD RIJCOSX def2/J DEFGRID3
* xyz -2 2
Hg -17.441 0.966 8.528
C -14.102 -1.369 6.973
C -14.089 -1.161 5.600
C -14.883 -0.219 5.048
C -15.747 0.543 5.836
C -15.839 0.312 7.218
C -15.028 -0.697 7.755
C -16.517 1.644 5.199
C -16.690 2.893 5.830
C -17.603 3.814 5.284
C -18.217 3.521 4.071
C -19.132 4.285 3.277
C -19.761 3.829 2.192
C -19.472 2.557 1.616
C -18.543 1.801 2.224
C -17.899 2.236 3.481
N -17.092 1.341 4.010
H -13.527 -2.140 7.454
H -13.367 -1.653 4.969
H -14.874 0.016 3.991
H -15.099 -0.931 8.828
H -16.213 3.046 6.766
H -17.878 4.740 5.834
H -19.295 5.316 3.608
H -20.411 4.510 1.566
H -20.036 2.330 0.684
H -18.242 0.823 1.876
S -17.178 2.893 10.155
C -18.529 2.489 11.195
C -18.948 3.365 12.218
N -19.224 4.108 13.048
C -19.307 1.387 11.054
S -19.205 0.077 9.867
C -20.465 1.310 11.827
N -21.366 1.312 12.516
I -14.306 -3.827 10.610
I -12.603 -6.542 10.861
N -22.669 -2.250 4.000
C -23.387 -1.350 4.711
O -24.621 -1.335 4.831
C -22.565 -0.187 5.241
C -23.272 0.738 6.014
C -22.645 1.915 6.377
C -21.352 2.153 6.025
N -20.613 1.343 5.240
C -21.225 0.194 4.895
H -23.272 -2.976 3.672
H -21.683 -2.416 4.131
H -24.332 0.561 6.184
H -23.113 2.542 7.174
H -20.786 2.967 6.416
H -20.698 -0.449 4.293
C -19.202 -3.848 7.069
N -18.274 -3.572 5.991
C -16.870 -3.355 6.275
C -18.709 -3.451 4.757
O -19.912 -3.481 4.464
H -19.659 -2.969 7.484
H -18.682 -4.369 7.919
H -19.968 -4.583 6.702
H -16.725 -2.291 6.520
H -16.331 -3.711 5.393
H -16.564 -3.977 7.117
H -17.968 -3.287 3.989
*
```

Values from the calculation:
LUMO level (spin up / spin down) in eV: 3.552 / 3.341
E_HOMO (spin up / spin down) in eV: -2.57 / -3.25
F_max in eV Å⁻¹: 2.64
⟨S²⟩: 0.76

=====

[2]
Molecular formula: C20H19NO6S2
Method: DFT, the ωB97M-V functional and the def2-TZVPD basis

Geometry as ORCA input:
```
! wB97M-V def2-TZVPD RIJCOSX def2/J DEFGRID3
* xyz 0 1
O -1.623 5.062 -0.015
C -1.624 3.862 -0.157
C -0.529 3.147 -0.810
C 0.721 3.611 -1.115
C 1.421 2.519 -1.694
C 2.709 2.329 -2.199
C 3.035 1.086 -2.689
C 2.113 0.035 -2.688
C 0.834 0.194 -2.196
C 0.503 1.445 -1.698
O -0.675 1.833 -1.160
H 0.123 -0.616 -2.193
H 2.410 -0.925 -3.080
H 4.024 0.910 -3.084
H 3.419 3.141 -2.199
H 1.077 4.603 -0.932
C -2.845 3.023 0.231
H -3.369 2.715 -0.678
O -2.554 1.819 0.931
C -1.535 1.863 1.791
O -0.836 2.835 1.926
C -1.377 0.580 2.590
C -1.972 -0.648 1.899
C -1.169 -0.985 0.643
N 0.247 -1.131 0.911
S 0.664 -2.644 1.489
O -0.354 -3.219 2.324
O 2.004 -2.579 1.985
C 0.667 -3.546 -0.034
C -0.198 -4.512 -0.449
C 0.114 -4.992 -1.739
C 1.206 -4.377 -2.267
S 1.879 -3.205 -1.199
H 1.660 -4.549 -3.222
H -0.447 -5.758 -2.243
H -1.012 -4.858 0.161
C 0.848 -0.010 1.602
C 0.107 0.338 2.892
H 0.201 -0.494 3.592
H 0.547 1.232 3.335
H 1.878 -0.295 1.815
H 0.853 0.847 0.923
H -1.511 -1.931 0.219
H -1.292 -0.196 -0.104
H -3.014 -0.473 1.630
H -1.918 -1.497 2.582
H -1.910 0.759 3.533
H -3.501 3.652 0.843
*
```

Values from the calculation:
Structure (SMILES): O=C(COC(=O)C1CCN(S(=O)(=O)c2cccs2)CC1)c1cc2ccccc2o1
LUMO level in eV: -0.096
E_HOMO in eV: -8.77
F_max in eV Å⁻¹: 1.73

=====

[3]
Molecular formula: C52H120Cl3NOP3
Method: DFT, the ωB97M-V functional and the def2-TZVPD basis

Geometry as ORCA input:
```
! wB97M-V def2-TZVPD RIJCOSX def2/J DEFGRID3
* xyz 1 1
C 9.618 5.848 -0.727
C 8.149 5.353 -0.773
C 7.581 5.362 -2.125
C 6.212 4.634 -2.236
P 6.071 2.967 -1.752
C 6.172 2.700 0.073
C 5.421 3.700 1.062
C 5.518 3.189 2.499
C 4.815 1.850 2.822
C 7.329 1.916 -2.813
C 8.731 1.890 -2.243
C 9.687 0.956 -2.973
C 9.744 1.073 -4.543
C 4.465 2.579 -2.220
C 4.178 2.275 -3.734
C 2.660 2.041 -4.061
C 1.890 1.158 -2.987
H 9.701 6.765 -1.310
H 10.428 5.244 -1.136
H 9.997 6.052 0.274
H 7.506 5.910 -0.091
H 8.195 4.355 -0.337
H 8.339 5.110 -2.867
H 7.427 6.403 -2.411
H 5.873 4.722 -3.268
H 5.455 5.152 -1.648
H 7.241 2.641 0.279
H 5.814 1.691 0.276
H 4.372 3.740 0.765
H 5.801 4.721 1.020
H 5.308 3.934 3.266
H 6.579 3.031 2.694
H 4.826 1.760 3.908
H 5.382 1.002 2.438
H 3.791 1.868 2.448
H 7.250 2.379 -3.797
H 6.932 0.904 -2.888
H 8.719 1.561 -1.204
H 9.189 2.868 -2.095
H 9.449 -0.059 -2.654
H 10.722 1.194 -2.730
H 10.011 2.108 -4.752
H 8.760 0.926 -4.989
H 10.349 0.341 -5.077
H 3.814 3.312 -1.744
H 4.293 1.673 -1.638
H 4.691 1.397 -4.126
H 4.640 3.104 -4.270
H 2.574 1.695 -5.091
H 2.251 3.050 -4.010
H 1.634 1.761 -2.115
H 2.512 0.396 -2.518
H 1.035 0.613 -3.386
C 0.767 -5.921 1.740
C -0.098 -6.472 2.892
C -1.548 -5.952 2.735
C -2.277 -6.694 1.555
P -4.060 -6.518 1.114
C -5.338 -7.319 2.144
C -4.960 -8.753 2.576
C -6.071 -9.562 3.343
C -5.558 -11.061 3.589
C -4.340 -4.663 1.149
C -3.520 -3.768 0.117
C -4.288 -3.479 -1.164
C -3.521 -2.937 -2.415
C -4.203 -7.267 -0.564
C -3.072 -6.876 -1.658
C -3.294 -7.555 -3.043
C -2.066 -7.141 -3.992
H 1.739 -6.400 1.856
H 0.875 -4.838 1.682
H 0.401 -6.301 0.786
H 0.299 -6.077 3.827
H -0.011 -7.559 2.901
H -1.676 -4.869 2.723
H -2.070 -6.204 3.658
H -2.250 -7.780 1.639
H -1.694 -6.368 0.694
H -6.273 -7.293 1.584
H -5.546 -6.581 2.919
H -4.003 -8.833 3.091
H -4.764 -9.329 1.672
H -6.915 -9.557 2.653
H -6.405 -8.971 4.196
H -5.023 -11.444 2.720
H -6.430 -11.660 3.853
H -4.875 -11.073 4.439
H -4.048 -4.379 2.160
H -5.411 -4.471 1.085
H -2.572 -4.304 0.089
H -3.226 -2.791 0.499
H -5.041 -2.731 -0.917
H -4.867 -4.359 -1.445
H -4.078 -3.043 -3.346
H -2.591 -3.485 -2.561
H -3.119 -1.926 -2.341
H -5.175 -6.982 -0.966
H -4.266 -8.348 -0.434
H -2.022 -6.976 -1.385
H -3.057 -5.790 -1.746
H -4.282 -7.256 -3.394
H -3.547 -8.613 -2.980
H -2.294 -6.130 -4.329
H -2.017 -7.659 -4.950
H -1.081 -7.217 -3.533
C -7.745 7.337 2.611
C -7.591 6.355 1.479
C -6.205 5.653 1.502
C -5.838 4.725 0.365
P -4.330 3.750 0.675
C -4.409 2.622 2.125
C -3.170 2.346 3.007
C -2.064 1.508 2.366
C -1.217 0.716 3.437
C -3.471 2.878 -0.616
C -4.056 1.580 -1.247
C -3.372 1.135 -2.547
C -1.825 0.891 -2.461
C -3.098 4.922 1.122
C -2.774 6.051 0.068
C -1.595 6.876 0.538
C -1.931 7.772 1.687
H -8.749 7.324 3.034
H -7.477 8.358 2.340
H -7.088 7.059 3.434
H -7.729 6.841 0.513
H -8.393 5.618 1.512
H -6.221 5.100 2.441
H -5.531 6.508 1.552
H -5.757 5.185 -0.621
H -6.618 4.001 0.132
H -4.804 1.647 1.837
H -5.183 3.072 2.747
H -3.535 1.957 3.958
H -2.853 3.328 3.358
H -1.398 2.124 1.762
H -2.454 0.749 1.686
H -0.828 1.498 4.089
H -0.422 0.088 3.035
H -1.688 -0.071 4.025
H -2.502 2.660 -0.167
H -3.284 3.684 -1.325
H -5.095 1.782 -1.506
H -4.091 0.697 -0.609
H -3.540 1.916 -3.289
H -3.923 0.285 -2.949
H -1.455 1.915 -2.504
H -1.563 0.270 -3.318
H -1.507 0.476 -1.505
H -2.168 4.388 1.321
H -3.543 5.363 2.014
H -3.546 6.805 -0.085
H -2.541 5.643 -0.916
H -1.445 7.540 -0.313
H -0.587 6.475 0.642
H -2.805 8.390 1.481
H -1.061 8.390 1.908
H -2.131 7.191 2.587
C -0.090 -1.558 0.798
C 1.211 -1.186 -0.001
C 1.773 0.160 0.473
O 0.955 1.277 0.123
C 1.450 2.529 0.430
N 2.313 -2.290 0.168
H 3.193 -2.055 -0.268
H 2.589 -2.370 1.136
H 2.055 -3.193 -0.203
H -0.661 -2.434 0.492
H -0.847 -0.778 0.877
H 0.105 -1.712 1.859
H 0.923 -1.158 -1.052
H 2.732 0.310 -0.022
H 2.039 0.102 1.529
H 2.357 2.770 -0.125
H 1.710 2.506 1.489
H 0.743 3.338 0.246
Cl 0.533 -4.506 -2.006
Cl 5.270 -1.268 -0.641
Cl 3.517 -3.137 3.278
*
```

Values from the calculation:
LUMO level in eV: -2.141
E_HOMO in eV: -7.54
F_max in eV Å⁻¹: 3.10

=====

Computed values of E (unit: eV) for the preceding records, in sequence: -84495.434; -56493.400; -124834.388.